Below is a cluster of 5 separate species, C17H20F4I2NO14 in total, with properties calculated with ωB97M-V/def2-TZVPD.

Each line ends with the Löwdin charge.
CARTESIAN COORDINATES (ANGSTROEM)
O  -2.2581  -2.3760  -0.2245  -0.092
C  -1.2947  -2.9064  -0.8275  -0.778
O  -1.3465  -3.6607  -1.8131  -0.055
C  0.1437  -2.5705  -0.3402  -0.429
C  0.9932  -2.2175  -1.5552  -0.169
C  2.3094  -1.4992  -1.2457  -0.303
C  2.1101  -0.3295  -0.2826  -0.660
I  3.6087  1.1922  -0.4687  0.766
N  0.7841  -3.7272  0.3178  -0.456
I  -0.3301  -4.4526  1.8879  0.753
H  0.0442  -1.7542  0.3760  0.095
H  0.3704  -1.6765  -2.2586  0.122
H  1.2441  -3.1534  -2.0382  0.113
H  2.8195  -1.2046  -2.1528  0.078
H  2.9627  -2.2111  -0.7463  0.097
H  2.1763  -0.7109  0.7246  0.042
H  1.1226  0.0914  -0.3714  0.030
H  1.6934  -3.4736  0.6823  0.001
C  8.0456  1.7077  -2.0029  -0.058
C  7.9449  1.8264  -0.5012  -0.325
O  7.4482  0.5575  -0.1262  0.101
C  7.8763  -0.3362  -1.0675  -0.549
O  7.8666  -1.5092  -0.9376  0.191
O  8.3267  0.3164  -2.1718  0.068
F  7.0563  2.7829  -0.1309  0.052
H  7.1010  1.9532  -2.4904  0.143
H  8.8388  2.3183  -2.4274  0.137
H  8.8956  2.0077  0.0043  0.171
C  1.0189  3.2726  2.8702  -0.057
C  0.0264  3.8785  1.9057  -0.313
O  -0.2278  2.8082  1.0179  0.128
C  -0.0379  1.6486  1.7199  -0.559
O  -0.4025  0.5842  1.3720  0.175
O  0.6264  1.8984  2.8798  0.070
F  0.5644  4.9173  1.2123  0.067
H  2.0427  3.3578  2.5013  0.136
H  0.9583  3.7003  3.8681  0.137
H  -0.9107  4.2008  2.3631  0.164
C  -5.1887  -3.4833  -3.2024  -0.045
C  -5.0555  -2.1667  -2.4872  -0.298
O  -6.4069  -1.8745  -2.1284  0.122
C  -7.0454  -3.0663  -1.9909  -0.566
O  -8.0990  -3.2088  -1.4624  0.155
O  -6.3183  -4.0691  -2.5343  0.069
F  -4.5997  -1.1878  -3.3123  0.066
H  -5.4244  -3.3504  -4.2602  0.138
H  -4.3016  -4.1042  -3.1030  0.140
H  -4.4316  -2.2118  -1.5894  0.157
C  -4.8588  1.7570  2.0567  -0.033
C  -3.7856  1.7123  3.1165  -0.308
O  -3.3748  3.0743  3.1901  0.114
C  -4.4489  3.8373  2.8332  -0.560
O  -4.5364  5.0023  3.0283  0.171
O  -5.3954  3.0795  2.2365  0.074
F  -2.7408  0.9560  2.7384  0.100
H  -4.4401  1.6645  1.0545  0.152
H  -5.6271  1.0018  2.1942  0.142
H  -4.1321  1.3868  4.0994  0.174

Properties
E_LUMO	0.0697	Ha
orbital gap	6.8	eV
maximum force	0.0142	hartree/bohr
net charge	-1

---

Below is an isolated molecule of C17H20N2O2 at a distorted geometry, with properties calculated with ωB97M-V/def2-TZVPD.

Each line ends with the Löwdin charge.
CARTESIAN COORDINATES (ANGSTROEM)
C  3.9576  2.5934  0.3817  -0.029
C  3.5615  1.1582  0.2364  -0.190
C  2.2435  0.7568  0.2986  0.031
C  1.8820  -0.5877  0.1635  -0.194
C  0.5235  -1.0628  0.2263  0.047
C  -0.6181  -0.3830  0.4702  -0.138
C  -0.7348  0.9684  0.8254  -0.215
N  -0.9311  2.0556  1.1490  0.195
C  -1.9074  -1.1660  0.5406  -0.428
O  -1.9642  -2.1825  1.2092  0.071
N  -2.9530  -0.6920  -0.1642  -0.048
C  -4.2605  -1.2938  0.0015  -0.139
C  -5.2362  -0.2521  0.5465  -0.171
C  -5.2898  0.9541  -0.3881  -0.206
C  -3.8863  1.5218  -0.5861  -0.176
C  -2.9489  0.4211  -1.0837  -0.154
C  2.8985  -1.5255  -0.0462  0.011
C  4.2283  -1.1575  -0.1099  -0.199
C  5.3068  -2.1832  -0.3277  -0.039
C  4.5591  0.1948  0.0325  -0.228
O  5.8447  0.6292  -0.0220  0.082
H  3.0866  3.2182  0.5560  0.082
H  4.4702  2.9322  -0.5175  0.088
H  4.6527  2.7052  1.2121  0.087
H  1.4815  1.5027  0.4558  0.094
H  0.3987  -2.1251  0.0478  0.131
H  -4.1549  -2.1347  0.6888  0.120
H  -4.6097  -1.6658  -0.9691  0.131
H  -4.8990  0.0666  1.5346  0.121
H  -6.2252  -0.7003  0.6502  0.111
H  -5.6971  0.6465  -1.3549  0.111
H  -5.9477  1.7199  0.0251  0.109
H  -3.5039  1.9125  0.3584  0.100
H  -3.9017  2.3376  -1.3097  0.114
H  -1.9367  0.8046  -1.2131  0.112
H  -3.3019  0.0556  -2.0578  0.131
H  2.6375  -2.5687  -0.1530  0.119
H  4.8679  -3.1728  -0.4172  0.081
H  5.8647  -1.9795  -1.2438  0.089
H  6.0060  -2.2018  0.5104  0.089
H  6.4368  -0.1204  -0.1565  0.096

Properties
energy above the lowest of the compared OMol25 structures with the same formula, charge and spin	7.3	kcal per mole
E_LUMO	-0.0057	Ha
orbital gap	8.2	eV
SMILES string	Cc1cc(/C=C(\C#N)C(=O)N2CCCCC2)cc(C)c1O
maximum force	0.0245	hartree/bohr
net charge	0

---

Below is an isolated molecule of C17H20N2OS, with properties calculated with ωB97M-V/def2-TZVPD.

Each line ends with the Löwdin charge.
CARTESIAN COORDINATES (ANGSTROEM)
O  1.9612  0.8127  3.2098  0.051
C  1.2120  0.2049  2.4644  -0.485
C  0.8068  -1.1895  2.7711  -0.453
C  0.9958  -2.3292  2.0428  -0.134
C  0.5979  -3.4944  2.7316  -0.183
C  0.1180  -3.2230  3.9726  -0.408
S  0.1617  -1.5451  4.3353  1.073
N  0.7064  0.7578  1.3389  -0.047
C  -0.2058  0.1574  0.3983  -0.121
C  0.4732  0.0392  -0.9675  -0.160
N  0.8836  1.3578  -1.4054  -0.172
C  1.2877  1.4148  -2.8002  -0.183
C  0.1732  2.0400  -3.6596  -0.131
C  -1.0773  1.2138  -3.6101  -0.258
C  -2.0798  1.5037  -2.6930  -0.058
C  -3.2096  0.7098  -2.6084  -0.085
C  -3.3538  -0.3851  -3.4437  -0.097
C  -2.3630  -0.6796  -4.3649  -0.087
C  -1.2329  0.1145  -4.4458  -0.052
C  1.8333  1.9272  -0.4694  -0.163
C  1.1701  2.0562  0.9023  -0.114
H  1.4223  -2.3400  1.0552  0.110
H  0.6677  -4.4844  2.3178  0.101
H  -0.2595  -3.9101  4.7033  0.060
H  -0.5370  -0.8171  0.7540  0.116
H  -1.0770  0.8144  0.2927  0.128
H  -0.2346  -0.3714  -1.6886  0.117
H  1.3372  -0.6482  -0.8870  0.127
H  2.1864  2.0300  -2.8987  0.117
H  1.5263  0.4142  -3.1844  0.123
H  -0.0299  3.0418  -3.2802  0.115
H  0.5328  2.1190  -4.6874  0.115
H  -1.9662  2.3559  -2.0395  0.112
H  -3.9818  0.9455  -1.8904  0.102
H  -4.2360  -1.0049  -3.3796  0.099
H  -2.4716  -1.5300  -5.0226  0.101
H  -0.4619  -0.1196  -5.1670  0.113
H  2.1251  2.9190  -0.8196  0.124
H  2.7421  1.3053  -0.3722  0.133
H  1.8760  2.4307  1.6448  0.122
H  0.3141  2.7350  0.8300  0.132

Properties
energy above the lowest of the compared OMol25 structures with the same formula, charge and spin	30.2	kcal per mole
E_LUMO	0.0289	Ha
orbital gap	9.5	eV
SMILES string	O=C(c1cccs1)N1CCN(CCc2ccccc2)CC1
maximum force	0.0118	hartree/bohr
net charge	0

---

Below is an isolated molecule of C17H20N4O5 at a distorted geometry, with properties calculated with ωB97M-V/def2-TZVPD.

Each line ends with the Löwdin charge.
CARTESIAN COORDINATES (ANGSTROEM)
C  -0.9244  -5.2894  -3.3262  0.000
C  -1.7925  -5.1888  -2.0677  -0.219
N  -2.1501  -6.3064  -1.3502  0.148
C  -3.0213  -5.9253  -0.3442  -0.482
O  -3.9827  -6.6294  -0.1217  0.048
N  -3.2042  -4.5441  -0.4473  0.140
C  -2.5246  -4.1848  -1.5911  -0.187
C  -2.5441  -2.7997  -2.1419  -0.309
O  -2.0077  -2.5677  -3.2486  0.049
C  -3.2352  -1.6295  -1.4550  -0.064
C  -2.2084  -0.4596  -1.0136  -0.106
C  -0.7874  -0.8801  -0.5108  -0.204
C  -0.2895  -0.3266  0.7979  -0.104
C  -0.0166  1.1591  0.7263  -0.446
O  0.1952  1.6792  -0.3405  0.136
O  0.0610  1.8114  1.9542  -0.037
C  -0.2824  3.2430  2.0204  -0.037
C  0.8637  4.1409  1.8045  -0.455
O  0.7387  5.3575  1.8353  0.075
N  2.0933  3.5649  1.7571  0.154
C  3.2878  4.1886  1.7607  -0.327
C  3.4341  5.3920  1.0089  0.021
C  4.6928  5.9446  1.1554  -0.066
C  5.5901  5.3762  2.0950  -0.063
C  5.2539  4.1496  2.7118  -0.169
N  4.1735  3.5603  2.4495  0.108
H  -0.5078  -6.3103  -3.2623  0.078
H  -0.1009  -4.6139  -3.4399  0.069
H  -1.5940  -5.1186  -4.2192  0.108
H  -2.2056  -7.1939  -1.8652  0.178
H  -4.1840  -4.1033  -0.2660  0.206
H  -3.7852  -1.2773  -2.2946  0.109
H  -3.7694  -1.9756  -0.6291  0.072
H  -2.1804  0.2807  -1.7503  0.087
H  -2.6066  0.1094  -0.1802  0.100
H  -0.0517  -0.7177  -1.2956  0.115
H  -0.6612  -1.9469  -0.4705  0.101
H  0.6157  -0.7595  1.2858  0.147
H  -1.1365  -0.6169  1.4245  0.125
H  -0.7360  3.5498  3.0170  0.171
H  -0.8829  3.3331  1.0971  0.145
H  2.1634  2.6686  2.2156  0.149
H  2.6602  5.6667  0.3756  0.092
H  5.0967  6.8193  0.5104  0.137
H  6.5641  5.8190  2.2247  0.086
H  5.8893  3.5515  3.4042  0.122

Properties
energy above the lowest of the compared OMol25 structures with the same formula, charge and spin	111.9	kcal per mole
E_LUMO	0.0124	Ha
orbital gap	8.7	eV
SMILES string	Cc1[nH]c(=O)[nH]c1C(=O)CCCCC(=O)OCC(=O)Nc1ccccn1
maximum force	0.1095	hartree/bohr
net charge	0

---

Below is an isolated molecule of C17H20N6O4S at a distorted geometry, with properties calculated with ωB97M-V/def2-TZVPD.

Each line ends with the Löwdin charge.
CARTESIAN COORDINATES (ANGSTROEM)
C  -0.4629  1.6882  2.8257  -0.095
N  -0.8620  0.3991  2.2906  -0.268
C  -1.8459  0.5650  1.2370  -0.095
C  -1.3527  -0.4894  3.3373  -0.221
C  -1.1092  -1.9591  2.9879  -0.159
C  0.3707  -2.3200  3.1445  -0.238
N  0.7136  -3.4790  2.3485  -0.139
S  2.0549  -3.3439  1.3812  0.646
O  3.1478  -2.7045  2.0518  -0.278
O  2.2583  -4.6219  0.7727  -0.283
C  1.3702  -2.1888  0.1925  -0.251
C  0.3728  -2.6220  -0.6655  -0.022
C  -0.2381  -1.7209  -1.5126  0.026
C  0.1151  -0.3682  -1.4851  -0.118
N  -0.5251  0.4841  -2.3715  -0.012
N  -1.8510  0.3298  -2.6312  0.072
N  -2.2433  1.1940  -3.4500  0.082
C  -1.1925  1.9827  -3.8230  -0.215
C  -1.1068  3.0426  -4.7219  -0.007
C  0.1341  3.6073  -4.9060  -0.081
C  1.2672  3.1305  -4.2355  -0.066
C  1.2034  2.0866  -3.3381  -0.013
C  -0.0492  1.5298  -3.1206  -0.156
C  1.0906  0.0591  -0.5725  -0.075
N  1.3806  1.4527  -0.3399  -0.346
O  2.4823  1.7348  0.0695  0.108
O  0.4835  2.2475  -0.5321  0.080
C  1.7348  -0.8642  0.2442  0.032
H  0.3634  1.5486  3.5215  0.086
H  -0.1271  2.3266  2.0108  0.070
H  -1.2821  2.2053  3.3465  0.090
H  -1.4567  1.2446  0.4817  0.064
H  -2.0532  -0.3956  0.7687  0.079
H  -2.7930  0.9820  1.6120  0.093
H  -2.4277  -0.3278  3.5208  0.121
H  -0.8211  -0.2631  4.2645  0.118
H  -1.7185  -2.5948  3.6314  0.112
H  -1.4017  -2.1457  1.9548  0.099
H  0.9737  -1.4937  2.7656  0.098
H  0.6226  -2.4662  4.1997  0.130
H  0.6074  -4.3779  2.7872  0.118
H  0.1043  -3.6660  -0.6620  0.126
H  -1.0098  -2.0288  -2.2009  0.120
H  -1.9820  3.3863  -5.2479  0.114
H  0.2482  4.4326  -5.5922  0.103
H  2.2217  3.5956  -4.4289  0.108
H  2.0916  1.7229  -2.8442  0.112
H  2.4990  -0.5366  0.9330  0.132

Properties
energy above the lowest of the compared OMol25 structures with the same formula, charge and spin	84.1	kcal per mole
E_LUMO	-0.0387	Ha
orbital gap	7.8	eV
SMILES string	CN(C)CCCNS(=O)(=O)c1ccc(-n2nnc3ccccc32)c([N+](=O)[O-])c1
maximum force	0.0278	hartree/bohr
net charge	0

---

Below is an isolated molecule of C17H20O4 at a distorted geometry, with properties calculated with ωB97M-V/def2-TZVPD.

Each line ends with the Löwdin charge.
CARTESIAN COORDINATES (ANGSTROEM)
C  0.6676  0.5481  -2.8940  -0.095
C  1.0905  1.9355  -2.4268  -0.229
C  2.2442  1.8790  -1.4161  -0.355
C  2.6591  3.2894  -0.9886  -0.060
C  1.8833  1.0490  -0.2094  -0.230
C  0.7818  1.3557  0.5766  -0.022
C  0.4370  0.5867  1.6728  -0.008
C  1.2011  -0.5232  2.0089  -0.262
O  0.9627  -1.3578  3.0747  -0.031
C  -0.3433  -1.4212  3.6123  -0.106
C  -1.3035  -2.0311  2.6385  -0.220
C  -1.8371  -3.2925  2.5685  0.010
C  -2.6021  -3.3309  1.3880  0.033
C  -2.4745  -2.0891  0.8119  -0.158
C  -3.0114  -1.5743  -0.4483  -0.442
O  -3.7436  -2.1960  -1.1796  0.123
O  -2.5768  -0.3317  -0.6981  -0.026
C  -3.0220  0.2483  -1.9137  -0.046
O  -1.6892  -1.3050  1.5795  0.100
C  2.3228  -0.8276  1.2422  0.005
C  2.6540  -0.0496  0.1519  -0.024
H  1.5136  0.0170  -3.3252  0.077
H  -0.1116  0.6213  -3.6498  0.067
H  0.2883  -0.0351  -2.0579  0.067
H  0.2355  2.4439  -1.9774  0.102
H  1.4105  2.5273  -3.2879  0.112
H  3.1011  1.4065  -1.9096  0.135
H  1.8312  3.8052  -0.5084  0.076
H  3.4867  3.2416  -0.2844  0.082
H  2.9723  3.8714  -1.8529  0.076
H  0.1655  2.2084  0.3342  0.116
H  -0.4355  0.8612  2.2438  0.111
H  -0.2568  -2.0674  4.4885  0.140
H  -0.6916  -0.4300  3.9298  0.131
H  -1.6972  -4.0850  3.2743  0.114
H  -3.1679  -4.1507  0.9968  0.122
H  -4.0993  0.4249  -1.8782  0.100
H  -2.8032  -0.4152  -2.7528  0.098
H  -2.4833  1.1866  -2.0157  0.088
H  2.9179  -1.6842  1.5177  0.118
H  3.5228  -0.3093  -0.4363  0.113

Properties
energy above the lowest of the compared OMol25 structures with the same formula, charge and spin	0.0	kcal per mole
E_LUMO	0.0243	Ha
orbital gap	9.0	eV
SMILES string	CC[C@@H](C)c1ccc(OCc2ccc(C(=O)OC)o2)cc1
maximum force	0.0213	hartree/bohr
net charge	0